C2H4N4O2 | the ωB97M-V functional and the def2-TZVPD basis

```
12
Properties=species:S:1:pos:R:3:mulliken_charge:R:1
C 0.64 1.04 1.07 -0.277
C 0.01 -0.21 -0.84 0.104
N 1.56 -0.05 0.76 -0.261
N 1.16 -0.76 -0.14 -0.147
N -0.29 1.10 -0.08 -0.410
N -0.98 -1.30 -0.81 0.775
O -0.80 -2.20 -1.60 -0.516
O -1.74 -1.35 0.14 -0.527
H 0.34 0.79 2.04 0.289
H 1.27 1.82 1.23 0.292
H 0.10 -0.09 -1.88 0.378
H -1.27 1.21 0.12 0.299
```

* spin multiplicity: 1
* structure (SMILES): O=[N+]([O-])[C@@H]1N=NCN1
* Kohn-Sham gap: 0.3709 Eh
* relative energy (zero: lowest compared OMol25 entry of this formula, charge and spin): 98.9 kcal/mol

***

C2H4N4O2 | the ωB97M-V functional and the def2-TZVPD basis

```
12
Properties=species:S:1:pos:R:3:mulliken_charge:R:1
C -1.39 0.02 -0.03 0.504
C 1.40 0.03 0.07 0.543
H -3.13 0.76 -0.02 0.275
H -1.03 -2.08 -0.03 0.301
H 3.10 -0.79 -0.49 0.288
H 1.05 2.18 0.42 0.332
N -2.64 -0.14 -0.13 -0.609
N -0.59 -1.19 0.36 -0.210
N 2.59 0.08 -0.20 -0.630
N 0.55 1.15 0.46 -0.263
O 0.75 -1.16 -0.10 -0.264
O -0.65 1.16 -0.32 -0.268
```

* spin multiplicity: 1
* structure (SMILES): [H]/N=C1/NO/C(=N\[H])NO1
* Kohn-Sham gap: 0.3721 Eh
* relative energy (zero: lowest compared OMol25 entry of this formula, charge and spin): 88.1 kcal/mol

***

C2H4N4O2 | the ωB97M-V functional and the def2-TZVPD basis

```
12
Properties=species:S:1:pos:R:3:mulliken_charge:R:1
C -0.11 -0.61 -0.06 0.790
C -0.59 0.79 -0.06 0.468
H 2.72 -0.55 -0.77 0.300
H 2.32 -0.05 0.86 0.288
H -3.06 -0.57 0.61 0.271
H 1.14 1.30 -0.12 0.545
N 1.92 -0.10 -0.12 -0.569
N 0.95 -1.23 -0.08 -0.622
N -2.39 -0.38 -0.19 -0.147
N -1.84 0.91 -0.19 -0.459
O -1.25 -1.31 0.07 -0.298
O 0.19 1.80 0.06 -0.568
```

* spin multiplicity: 1
* structure (SMILES): N/N=c1/o[nH]nc1O
* Kohn-Sham gap: 0.3511 Eh
* relative energy (zero: lowest compared OMol25 entry of this formula, charge and spin): 80.8 kcal/mol

***

C2H4N4O2 | the ωB97M-V functional and the def2-TZVPD basis

```
12
Properties=species:S:1:pos:R:3:mulliken_charge:R:1
C 0.37 0.14 0.67 0.488
C -0.38 0.81 -1.12 0.566
H 1.56 -1.55 2.82 0.311
H -0.05 -2.03 2.35 0.243
H -1.33 1.12 -2.75 0.338
H -0.36 -1.87 0.34 0.378
N 0.91 -1.59 1.95 -0.554
N 1.17 -0.28 1.60 -0.445
N 0.38 1.24 -0.21 -0.444
N -0.55 -0.83 0.26 -0.169
O -0.82 1.60 -2.10 -0.429
O -0.82 -0.50 -1.05 -0.285
```

* spin multiplicity: 1
* Kohn-Sham gap: 0.3149 Eh
* relative energy (zero: lowest compared OMol25 entry of this formula, charge and spin): 74.7 kcal/mol

***

C2H4N4O5 | the ωB97M-V functional and the def2-TZVPD basis

```
15
Properties=species:S:1:pos:R:3:mulliken_charge:R:1
C -2.12 0.75 -0.58 -0.191
C 1.11 -0.08 0.47 0.134
N 0.04 -0.28 1.04 -0.094
N -2.12 -0.47 -0.62 -0.410
N 2.19 -0.92 -0.09 1.016
N 1.46 1.34 0.19 1.069
O 2.86 -1.57 0.68 -0.554
O 2.52 1.55 -0.33 -0.576
O -0.41 -1.49 1.15 -0.406
O 2.14 -0.98 -1.31 -0.503
O 0.67 2.16 0.58 -0.576
H -2.85 1.28 -1.25 0.269
H -1.37 1.25 0.07 0.197
H -1.41 -1.45 1.26 0.407
H -2.70 -1.08 -1.26 0.218
```

* spin multiplicity: 1
* structure (SMILES): O=[N+]([O-])C(=NO)[N+](=O)[O-].C=N
* Kohn-Sham gap: 0.3342 Eh
* relative energy (zero: lowest compared OMol25 entry of this formula, charge and spin): 85.0 kcal/mol

***

C2H4N4OS | the ωB97M-V functional and the def2-TZVPD basis

```
12
Properties=species:S:1:pos:R:3:mulliken_charge:R:1
C 1.75 -0.14 -0.10 0.455
C -0.53 -0.39 0.06 0.093
H -2.00 1.79 1.00 0.347
H -1.77 1.28 -0.72 0.284
H 3.75 0.15 0.24 0.272
H 0.58 -2.25 0.36 0.364
N -1.20 1.89 0.02 -0.718
N -0.17 0.88 0.14 0.471
N 2.95 -0.54 0.05 -0.608
N 0.64 -1.13 0.02 -0.210
O 1.17 1.11 -0.18 -0.331
S -2.05 -0.90 -0.05 -0.418
```

* spin multiplicity: 1
* structure (SMILES): [H]/N=c1/[nH]c(=S)n(N)o1
* Kohn-Sham gap: 0.3471 Eh
* relative energy (zero: lowest compared OMol25 entry of this formula, charge and spin): 85.1 kcal/mol

***

C2H4N4OS | the ωB97M-V functional and the def2-TZVPD basis

```
12
Properties=species:S:1:pos:R:3:mulliken_charge:R:1
C 0.45 0.27 0.01 0.569
C 0.24 -1.87 0.11 0.550
H 0.09 3.80 0.31 0.176
H 1.40 -3.06 -0.67 0.462
H -1.70 -1.86 0.30 0.265
H -1.85 0.90 0.40 0.377
N 0.92 1.42 -0.34 -0.488
N 1.17 -0.93 -0.03 -0.550
N -0.93 -1.32 0.62 -0.226
N -0.96 0.00 0.14 -0.364
O 0.48 -3.21 0.04 -0.508
S -0.45 2.58 -0.26 -0.263
```

* spin multiplicity: 1
* Kohn-Sham gap: 0.3153 Eh
* relative energy (zero: lowest compared OMol25 entry of this formula, charge and spin): 73.2 kcal/mol

***

C2H4N4S | the ωB97M-V functional and the def2-TZVPD basis

```
11
Properties=species:S:1:pos:R:3:mulliken_charge:R:1
C 1.58 0.22 0.90 0.087
C 0.23 -0.30 1.30 0.109
N 1.81 0.73 -0.19 -0.486
N -0.75 -0.12 0.36 0.165
N -0.63 0.73 -0.64 -0.354
N -1.11 0.31 -1.81 -0.385
S -0.07 -1.00 2.75 -0.299
H 2.32 0.06 1.69 0.361
H -1.41 -0.90 0.27 0.306
H -1.05 -0.68 -2.06 0.223
H -0.91 0.97 -2.55 0.272
```

* spin multiplicity: 1
* Kohn-Sham gap (spin up / spin down): 0.2930 / 0.2650 Eh
* relative energy (zero: lowest compared OMol25 entry of this formula, charge and spin): 107.7 kcal/mol

***

C2H4N4S | the ωB97M-V functional and the def2-TZVPD basis

```
11
Properties=species:S:1:pos:R:3:mulliken_charge:R:1
C 0.44 -0.04 -1.12 0.590
C -0.94 -0.63 1.31 -0.082
H 0.34 -0.09 -3.13 0.193
H 1.96 1.14 -0.11 0.296
H -1.40 -0.98 2.26 0.375
H -1.16 -1.25 -1.66 0.252
N 0.90 0.21 -2.33 -0.716
N 1.11 0.58 0.01 -0.326
N -1.09 -1.38 0.34 -0.664
N -0.55 -0.91 -0.89 0.127
S 0.04 0.98 1.35 -0.045
```

* spin multiplicity: 1
* structure (SMILES): [H]/N=C1\NN=CSN1
* Kohn-Sham gap: 0.3353 Eh
* relative energy (zero: lowest compared OMol25 entry of this formula, charge and spin): 56.6 kcal/mol

***

C2H4N4S2 | the ωB97M-V functional and the def2-TZVPD basis

```
12
Properties=species:S:1:pos:R:3:mulliken_charge:R:1
C -0.35 0.18 2.02 0.447
C 1.05 -0.69 -0.85 -0.720
N 0.71 -0.11 2.39 -0.449
N 0.49 2.73 -0.87 -0.634
N 0.47 1.60 -0.90 0.631
N 0.19 0.46 -0.98 -0.199
S -2.51 -0.97 0.63 -0.136
S -1.89 0.81 1.50 -0.109
H 0.48 -1.64 -0.92 0.225
H 1.73 -0.63 -1.57 0.377
H 1.47 -0.78 0.15 0.325
H -1.82 -0.98 -0.60 0.242
```

* spin multiplicity: 3
* ⟨S²⟩: 2.01
* Kohn-Sham gap (spin up / spin down): 0.2460 / 0.2148 Eh
* relative energy (zero: lowest compared OMol25 entry of this formula, charge and spin): 27.8 kcal/mol

***

C2H4N5 | the ωB97M-V functional and the def2-TZVPD basis

```
11
Properties=species:S:1:pos:R:3:mulliken_charge:R:1
C 1.18 0.70 -0.48 -0.229
C -1.98 -0.44 0.64 -0.287
N 0.95 -0.49 0.09 -0.148
N 2.47 1.03 -0.47 -0.467
N 2.17 -0.92 0.47 -0.485
N 3.06 -0.04 0.14 -0.332
N -2.57 0.00 -0.37 -0.587
H -2.59 -0.18 1.46 0.275
H -1.05 -0.86 0.59 0.412
H 0.44 1.22 -0.85 0.593
H -2.08 -0.02 -1.22 0.254
```

* spin multiplicity: 1
* Kohn-Sham gap: 0.3492 Eh
* relative energy (zero: lowest compared OMol25 entry of this formula, charge and spin): 22.5 kcal/mol
* net charge: -1

***

C2H4N5 | the ωB97M-V functional and the def2-TZVPD basis

```
11
Properties=species:S:1:pos:R:3:mulliken_charge:R:1
C -1.81 -0.89 0.76 0.359
C 0.10 0.33 -0.06 -0.720
N -2.86 -0.72 1.29 0.201
N -1.13 -1.64 3.26 -0.303
N -3.21 -1.00 2.54 -0.602
N -2.20 -1.35 3.11 0.890
N -0.81 -0.78 -0.04 -0.104
H 1.18 0.01 -0.05 0.329
H -0.03 0.84 0.95 0.285
H -0.18 1.05 -0.71 0.360
H -0.65 -1.60 -0.59 0.306
```

* spin multiplicity: 1
* Kohn-Sham gap: 0.3485 Eh
* relative energy (zero: lowest compared OMol25 entry of this formula, charge and spin): 70.2 kcal/mol
* net charge: +1

***

C2H4N5OS | the ωB97M-V functional and the def2-TZVPD basis

```
13
Properties=species:S:1:pos:R:3:mulliken_charge:R:1
C 1.02 -0.77 -0.04 0.427
C -0.08 -0.33 -1.35 -0.607
N 1.92 0.35 0.12 -0.287
N 1.28 1.34 0.38 -0.060
N -0.96 -1.33 0.89 -0.526
N -0.09 1.36 0.60 -0.085
N 0.41 -1.48 0.87 0.232
O -2.50 0.65 -0.10 -0.526
S -1.20 0.10 0.05 1.008
H 0.28 0.59 -1.69 0.425
H -0.54 -1.13 -1.97 0.365
H -0.42 2.29 0.46 0.303
H 0.87 -1.64 1.77 0.331
```

* spin multiplicity: 1
* Kohn-Sham gap (spin up / spin down): 0.3023 / 0.3021 Eh
* relative energy (zero: lowest compared OMol25 entry of this formula, charge and spin): 41.7 kcal/mol
* net charge: +1

***

C2H4N6 | the ωB97M-V functional and the def2-TZVPD basis

```
12
Properties=species:S:1:pos:R:3:mulliken_charge:R:1
C -1.34 -0.09 -0.04 0.377
C 1.93 0.69 -0.03 0.020
H -1.18 1.88 0.43 0.328
H -2.70 1.39 -0.48 0.190
H -2.89 -1.14 -0.44 0.235
H 2.72 1.46 -0.38 0.329
N -1.88 1.08 -0.06 -0.346
N -1.89 -1.22 0.02 -0.568
N 0.12 -0.10 0.34 0.644
N 0.72 1.02 0.03 -0.652
N 2.06 -0.65 -0.13 -0.287
N 0.94 -1.17 -0.01 -0.268
```

* spin multiplicity: 1
* structure (SMILES): [H]/N=C(\N)n1ncnn1
* Kohn-Sham gap: 0.3641 Eh
* relative energy (zero: lowest compared OMol25 entry of this formula, charge and spin): 49.2 kcal/mol

***

C2H4N6 | the ωB97M-V functional and the def2-TZVPD basis

```
12
Properties=species:S:1:pos:R:3:mulliken_charge:R:1
C -0.52 1.75 1.26 -0.291
C 0.00 -0.86 -1.33 0.451
H -0.97 2.68 1.22 0.297
H 0.28 1.39 1.94 0.221
H 0.68 -0.84 1.82 0.360
H -1.54 -0.01 -2.21 0.249
N -0.64 1.01 0.23 -0.626
N -0.04 -0.19 -0.07 0.545
N 1.11 -0.66 0.76 -0.153
N 1.34 -1.83 0.03 -0.285
N 1.07 -1.81 -1.29 -0.171
N -0.77 -0.62 -2.39 -0.598
```

* spin multiplicity: 1
* structure (SMILES): [H]/N=c1/nn[nH]n1N=C
* Kohn-Sham gap: 0.3016 Eh
* relative energy (zero: lowest compared OMol25 entry of this formula, charge and spin): 111.9 kcal/mol

***

C2H4N6 | the ωB97M-V functional and the def2-TZVPD basis

```
12
Properties=species:S:1:pos:R:3:mulliken_charge:R:1
C -2.02 0.21 -0.24 0.062
C 0.17 -0.33 -0.12 0.575
H -3.24 -0.58 0.91 0.272
H -1.92 1.10 -0.94 0.401
H 2.63 1.46 -0.20 0.280
H 0.16 1.59 0.49 0.317
N -3.18 0.18 0.23 -0.590
N -1.05 -0.77 -0.06 -0.592
N 1.30 -1.20 -0.06 -0.207
N 2.31 -0.46 0.08 -0.252
N 1.93 0.83 0.25 -0.076
N 0.61 1.01 -0.17 -0.189
```

* spin multiplicity: 1
* structure (SMILES): [H]/N=C\N=c1\nn[nH][nH]1
* Kohn-Sham gap: 0.3323 Eh
* relative energy (zero: lowest compared OMol25 entry of this formula, charge and spin): 43.2 kcal/mol

***

C2H4NO | the ωB97M-V functional and the def2-TZVPD basis

```
8
Properties=species:S:1:pos:R:3:mulliken_charge:R:1
C 1.13 0.32 0.27 0.240
C -0.29 0.27 -0.15 -0.770
N 2.26 0.02 0.03 0.491
O 3.42 -0.13 -0.21 -0.302
H 1.93 1.31 1.62 0.408
H -1.09 0.41 0.58 0.331
H -0.27 1.18 -0.92 0.289
H -0.50 -0.70 -0.65 0.312
```

* spin multiplicity: 1
* Kohn-Sham gap (spin up / spin down): 0.3021 / 0.2993 Eh
* relative energy (zero: lowest compared OMol25 entry of this formula, charge and spin): 128.9 kcal/mol
* net charge: +1

***

C2H4NO | the ωB97M-V functional and the def2-TZVPD basis

```
8
Properties=species:S:1:pos:R:3:mulliken_charge:R:1
C 0.22 0.90 0.00 -0.256
C 0.23 -0.90 0.00 -0.259
N 1.27 0.00 0.14 0.591
O 2.43 0.00 -0.04 -0.287
H 0.21 1.56 -0.86 0.304
H -0.36 1.21 0.87 0.301
H -0.37 -1.21 0.85 0.302
H 0.23 -1.56 -0.86 0.304
```

* spin multiplicity: 1
* structure (SMILES): O=[N+]1CC1
* Kohn-Sham gap: 0.3854 Eh
* relative energy (zero: lowest compared OMol25 entry of this formula, charge and spin): 81.7 kcal/mol
* net charge: +1

***

C2H4NO2 | the ωB97M-V functional and the def2-TZVPD basis

```
9
Properties=species:S:1:pos:R:3:mulliken_charge:R:1
O -0.19 -0.95 -2.24 -0.698
C 0.30 -0.17 -1.41 0.566
O 1.21 0.68 -1.63 -0.721
C -0.16 -0.21 0.06 -0.316
N 0.12 0.27 1.84 -0.602
H 0.10 0.81 0.66 0.103
H 0.29 -1.05 0.60 0.220
H -0.47 1.07 2.09 0.153
H -1.20 -0.45 0.05 0.294
```

* spin multiplicity: 1
* Kohn-Sham gap: 0.3095 Eh
* relative energy (zero: lowest compared OMol25 entry of this formula, charge and spin): 112.9 kcal/mol
* net charge: -1

***

C2H4NO2 | the ωB97M-V functional and the def2-TZVPD basis

```
9
Properties=species:S:1:pos:R:3:mulliken_charge:R:1
C 1.09 -0.01 -0.17 -0.728
N -0.11 0.19 0.62 -0.318
C -1.37 -0.25 0.02 0.544
O -2.38 0.20 0.61 -0.780
O -1.30 -1.04 -0.95 -0.724
H 1.50 -1.00 0.06 0.182
H 1.88 0.72 0.06 0.337
H 0.93 0.05 -1.24 0.255
H -0.24 1.12 0.99 0.231
```

* spin multiplicity: 1
* structure (SMILES): CNC(=O)[O-]
* Kohn-Sham gap: 0.2998 Eh
* relative energy (zero: lowest compared OMol25 entry of this formula, charge and spin): 0.8 kcal/mol
* net charge: -1